C21H69F2K4N24O22S2 | ωB97M-V with the def2-TZVPD basis set

CARTESIAN COORDINATES (ANGSTROEM)
K  -0.36426  -2.56031  -1.00976
K  -1.98495  -0.01389  -3.42650
K  1.44073  2.10808  -1.69567
K  -3.37698  1.46225  0.76279
C  -1.10929  0.36841  -0.93044
O  -0.08670  -0.02179  -1.62484
O  -1.91859  -0.52202  -0.47399
O  -1.23657  1.60986  -0.66546
N  -3.91324  0.80183  3.75785
S  -3.78752  -0.83363  3.60402
O  -2.70723  -1.43128  4.33235
O  -3.99303  -1.27335  2.25680
F  -5.13624  -1.28406  4.39487
S  -3.37017  1.41172  5.14414
O  -3.48919  0.59911  6.31632
O  -3.74019  2.80068  5.07154
F  -1.77045  1.39267  4.88245
O  -1.95349  -3.36268  0.87971
H  -2.54678  -2.63718  1.17659
H  -2.33865  -4.02377  1.44604
O  -7.11019  0.54692  0.21773
H  -6.78703  1.42426  0.54625
H  -7.99326  0.38488  0.52609
O  -0.31355  3.85031  -3.46271
H  -1.17946  3.92357  -3.87278
H  0.12494  3.22050  -4.08343
C  6.40364  2.50911  -1.13004
C  5.75898  1.10371  -1.22014
C  6.83595  0.03548  -1.09448
C  6.38586  -1.38648  -0.85344
C  5.72193  -1.35893  0.51263
C  4.56046  -0.37856  0.54371
N  4.90710  0.93719  -0.01446
O  3.74958  1.71022  -0.18871
C  3.34869  -1.00384  -0.13667
C  4.04513  -0.24491  1.97006
C  4.97038  0.98131  -2.54748
H  5.75982  3.31693  -0.81568
H  6.85486  2.74612  -2.08499
H  7.32683  2.58028  -0.48402
H  7.38947  0.01965  -2.02969
H  7.45557  0.26021  -0.24055
H  7.26967  -2.01022  -0.74164
H  5.78983  -1.71613  -1.73148
H  6.48288  -1.13952  1.21308
H  5.29334  -2.33423  0.70893
H  2.47758  -0.51022  0.33659
H  3.19683  -0.99019  -1.21173
H  3.27182  -2.03762  0.18661
H  4.81985  0.13988  2.63609
H  3.31723  0.53706  1.96877
H  3.73735  -1.20430  2.34722
H  4.33379  0.11488  -2.48524
H  5.56717  0.95948  -3.49259
H  4.43021  1.94409  -2.74468
H  3.95549  2.63971  0.06921
C  1.59112  -4.45521  1.43607
O  1.45944  -4.42308  0.19283
N  1.58781  -5.66955  2.06868
N  1.64512  -3.38980  2.25618
H  1.52258  -6.49701  1.44028
H  1.66294  -5.74418  3.05282
H  1.63955  -2.40920  1.82576
H  1.45660  -3.55979  3.21989
C  -1.60650  3.86661  2.28316
O  -2.78952  3.81965  1.98592
N  -1.16975  4.15933  3.53303
N  -0.56717  3.54137  1.40761
H  -1.83508  4.21176  4.26800
H  -0.31754  3.73497  3.89877
H  0.15741  2.98355  1.83612
H  -0.98805  3.22437  0.52786
C  -4.96570  -1.50640  -2.00128
O  -4.17436  -1.53832  -2.99775
N  -6.30643  -1.39296  -2.29788
N  -4.62530  -1.58276  -0.66354
H  -6.92638  -1.57383  -1.50191
H  -6.56973  -1.76125  -3.17774
H  -3.65634  -1.42402  -0.37295
H  -5.32762  -1.24166  0.02374
C  -4.22023  2.78972  -2.55649
O  -3.50162  2.31070  -3.52931
N  -3.62592  3.74712  -1.76918
N  -5.49555  2.44865  -2.31134
H  -4.35435  4.20624  -1.29952
H  -2.88724  4.18274  -2.33750
H  -5.69188  2.56814  -1.32513
H  -5.85621  1.58295  -2.67061
C  -0.33711  -4.46872  5.04288
O  0.78118  -5.00390  4.98805
N  -1.41881  -4.98427  4.28652
N  -0.63381  -3.34512  5.79516
H  -2.33268  -4.68649  4.54136
H  -1.33904  -5.86854  3.85531
H  -1.61212  -3.11310  5.79540
H  -0.08878  -3.07095  6.59864
C  2.42389  -4.12514  -3.04528
O  2.48844  -3.82739  -4.23520
N  1.46958  -5.01095  -2.53117
N  3.30455  -3.51554  -2.11692
H  1.55140  -5.25729  -1.54636
H  0.91551  -5.54442  -3.21195
H  3.84851  -2.71065  -2.48180
H  2.98812  -3.46276  -1.17204
C  0.52401  0.45900  2.80148
O  1.14892  1.51562  2.71053
N  0.56806  -0.37887  3.84649
N  -0.25850  0.07231  1.76493
H  1.16550  -0.02468  4.56890
H  -0.19900  -1.06030  4.05791
H  -0.91989  -0.69758  1.83304
H  -0.42938  0.77867  1.08056
C  2.87229  5.41967  -0.13900
O  2.91476  4.42933  -0.81953
N  3.96138  6.35795  -0.15644
N  1.92172  5.79889  0.70942
H  3.94013  7.20096  0.35498
H  4.71631  6.29687  -0.79943
H  2.00321  6.65076  1.24021
H  1.09843  5.15942  1.03867
C  -1.06376  -3.75552  -4.38591
O  -0.68180  -2.97618  -3.47566
N  -0.16391  -4.24201  -5.27380
N  -2.33572  -4.21828  -4.41083
H  0.81274  -4.13326  -5.17011
H  -0.39761  -4.87784  -6.00542
H  -2.67972  -4.65500  -5.19035
H  -3.00258  -3.57778  -3.98342
C  -6.26945  3.58921  1.94200
O  -5.80804  2.95443  0.93252
N  -7.66959  3.57776  2.22739
N  -5.54892  4.50408  2.58049
H  -8.14173  2.73635  2.00001
H  -8.01998  3.84755  3.13283
H  -4.53728  4.49096  2.51889
H  -5.98226  5.19788  3.15450
C  1.78262  0.69725  -4.89433
O  1.42741  1.85976  -4.54692
N  2.55574  0.59557  -5.99771
N  1.23052  -0.41903  -4.38355
H  2.60431  1.35554  -6.65208
H  2.66089  -0.27108  -6.43205
H  1.35118  -1.35356  -4.64740
H  0.80011  -0.27966  -3.45416

Force components x, y, z for each atom (eV/Å):
0.4 -0.3 0.1
-0.5 0.0 -0.5
0.0 0.4 0.0
-0.4 0.1 0.3
1.1 -0.1 0.5
0.0 -0.2 -0.5
-0.6 0.3 -0.1
-0.1 0.0 0.0
0.4 -2.5 -0.4
-1.1 1.6 1.9
-0.1 -0.2 -0.2
-0.1 0.5 -0.3
1.2 0.1 -0.8
0.4 0.5 -0.6
-0.3 0.7 -0.7
0.4 -0.9 0.7
-0.6 0.2 0.1
-1.0 1.0 0.6
0.6 0.1 -0.6
0.2 -1.1 0.3
1.1 0.3 -0.2
-0.3 -0.5 -0.1
-0.5 0.1 0.3
0.3 -0.7 -0.7
-0.3 0.1 0.1
0.0 0.5 0.6
1.8 -0.4 0.3
0.0 -0.1 0.6
0.5 -0.2 -0.9
-0.3 0.4 -0.1
-1.1 -0.4 -1.8
-0.6 -0.2 -0.3
1.1 0.4 0.3
-0.8 0.8 0.2
-1.5 0.0 0.3
1.7 1.1 0.3
0.3 1.5 -0.6
-0.5 0.1 -0.1
-0.3 0.3 -0.6
-1.1 -0.6 -0.1
0.5 0.4 0.1
0.6 0.5 0.0
0.1 -0.2 -0.5
0.0 -0.2 0.8
0.7 0.3 1.0
0.0 -0.3 0.5
0.0 -0.1 -0.7
0.4 0.3 -0.1
0.1 -0.3 0.0
0.3 -0.2 0.0
-1.0 0.1 0.2
-0.5 -0.3 0.2
-0.5 -0.1 -0.4
0.2 -0.5 1.0
-0.2 -1.0 0.5
-0.1 -1.0 -0.1
-0.9 -1.5 -0.2
0.5 0.8 0.6
0.0 -0.4 -2.2
0.2 2.2 -1.8
0.1 1.2 1.2
0.0 -0.2 0.9
-0.1 -2.2 1.2
0.1 0.3 0.7
1.7 -1.1 0.6
-0.6 0.6 -0.6
0.9 0.1 0.7
-1.8 1.0 -0.3
-1.0 0.0 0.2
-0.1 0.3 -0.7
0.4 -0.4 -0.1
0.8 -0.3 0.2
1.0 0.0 -1.6
-0.6 -0.2 2.3
0.2 0.1 2.3
-0.9 0.7 -0.3
0.1 0.2 -0.8
-0.2 -0.2 -0.7
-0.2 0.1 -0.7
0.7 -0.5 -0.8
3.9 -1.3 -3.9
-2.3 0.8 2.5
-0.1 -1.7 -1.4
0.0 0.0 1.3
-0.2 1.9 1.0
-0.6 0.2 1.1
-0.7 0.1 0.1
0.2 -0.2 -0.4
0.3 -1.2 -0.2
-1.1 1.0 -0.1
1.2 1.9 1.2
-0.4 -0.8 -1.0
-0.6 0.1 0.1
0.4 -0.8 -0.2
0.0 0.5 0.3
0.1 -0.3 -0.3
-0.1 0.4 1.0
-0.1 -0.2 -0.1
1.3 0.8 -0.7
-0.6 -0.4 -1.8
-0.3 -0.1 -0.4
0.6 0.5 0.8
-0.8 -1.1 0.3
-0.1 -0.1 0.5
-0.8 0.3 -1.0
0.4 0.2 0.5
-0.3 -1.1 0.8
-0.4 -0.9 0.3
-0.1 -0.3 0.5
1.2 1.1 -0.2
0.3 0.4 -0.1
-0.2 0.3 -0.5
2.8 2.8 0.3
-0.4 -1.7 -0.7
-1.4 -1.5 0.0
-3.4 -1.3 1.9
-0.3 0.7 0.5
0.1 -0.5 -0.5
0.2 -0.1 -0.2
2.2 1.3 -1.3
1.7 0.5 1.3
-0.7 -0.3 -1.4
-1.3 -0.4 -0.6
0.1 1.7 1.9
1.3 0.6 0.8
-0.6 -0.2 -0.2
-0.8 -1.3 -2.2
0.2 -0.2 0.2
-1.2 0.2 -2.1
-0.9 0.1 2.1
1.6 0.0 0.0
0.1 -0.1 0.2
-0.1 -0.7 -0.8
0.6 0.4 0.3
0.1 -0.2 -0.3
-0.2 -0.1 0.4
-1.6 2.3 -1.5
0.6 -1.7 0.7
0.5 0.3 0.1
-0.7 1.5 2.3
-0.1 0.4 0.5
0.3 -1.6 -0.5
0.7 -1.3 -0.6
0.2 -0.3 -0.5

Gap between HOMO and LUMO: 8.201 eV
Spin multiplicity: 1
Charge: +1
Energy: -7207.5195 Ha